# 1
Entry from the Open Molecules 2025 dataset: a molecular structure, C27H21Br2N4NiO2S (ωB97M-V with the def2-TZVPD basis set).

HOMO level (alpha / beta)	-10.007 / -10.011	eV
LUMO energy (alpha / beta)	-3.06 / -3.48	eV
2S+1	3
total charge	+1
orbital gap (alpha / beta)	0.2554 / 0.2399	hartree

```
58
Properties=species:S:1:pos:R:3:forces:R:3
Ni -0.800 0.917 -2.147 0.187 -0.136 0.055
Br 1.387 -6.890 -1.830 0.001 0.000 -0.004
C 1.015 -5.865 -0.288 -0.008 0.028 0.025
C -0.205 -5.206 -0.187 0.065 -0.057 -0.040
C -0.473 -4.432 0.926 -0.059 -0.147 0.112
C 0.473 -4.330 1.944 0.065 0.004 0.027
C 1.661 -5.048 1.860 -0.014 0.093 -0.037
C 1.949 -5.799 0.733 -0.034 0.020 -0.062
N 0.258 -3.632 3.181 -0.294 -0.445 0.032
N -0.397 -2.586 3.269 0.438 0.526 0.012
C -0.769 -1.804 2.135 -0.373 -0.069 -0.034
C -2.036 -1.260 2.163 0.127 -0.276 -0.225
C -2.579 -0.556 1.078 0.227 -0.074 -0.168
C -1.811 -0.320 -0.051 -0.027 -0.123 0.102
O -2.245 0.302 -1.124 -0.062 0.010 0.115
C -0.438 -0.752 -0.020 -0.183 0.000 0.041
N 0.321 -0.385 -1.094 0.019 -0.081 -0.067
C 1.582 -0.753 -1.156 -0.001 0.022 0.052
C 2.209 -1.442 -0.109 -0.044 0.001 -0.002
C 1.476 -1.781 0.997 0.098 -0.022 0.014
C 0.096 -1.490 1.052 -0.022 0.118 0.133
H -0.939 -5.302 -0.974 -0.006 -0.010 -0.013
H -1.430 -3.936 1.011 0.010 0.004 -0.018
H 2.362 -5.000 2.684 -0.019 -0.016 0.031
H 2.883 -6.338 0.654 -0.001 -0.017 -0.001
H -2.641 -1.445 3.041 -0.015 -0.020 0.008
H -3.599 -0.199 1.106 -0.001 0.010 -0.011
H 2.134 -0.485 -2.047 0.007 0.022 -0.005
H 3.259 -1.684 -0.181 0.009 0.000 -0.003
H 1.958 -2.271 1.833 -0.016 0.034 -0.049
Br 1.594 5.678 -5.707 0.000 -0.015 -0.010
C 1.024 4.064 -4.950 -0.050 -0.027 0.007
C 1.912 3.279 -4.228 0.001 -0.042 -0.063
C 1.438 2.120 -3.650 0.058 -0.082 0.008
N 0.169 1.708 -3.759 -0.167 0.329 0.027
C -0.664 2.460 -4.496 -0.014 -0.058 -0.160
C -0.288 3.641 -5.104 0.078 -0.040 -0.022
H 2.948 3.563 -4.113 0.004 0.001 0.000
H 2.101 1.490 -3.072 -0.011 0.050 0.079
H -1.676 2.088 -4.612 -0.013 0.057 0.066
H -1.001 4.213 -5.678 -0.008 0.001 -0.004
C 0.568 4.536 0.263 -0.038 -0.040 0.051
S 0.488 2.756 0.104 0.100 -0.156 0.104
O -0.414 2.574 -1.111 -0.089 0.303 -0.249
C -0.485 2.327 1.521 -0.005 0.093 0.014
C -1.806 2.749 1.624 0.033 0.021 0.011
C -2.528 2.395 2.748 0.015 0.022 0.016
C -1.934 1.626 3.745 0.012 0.085 0.024
C -0.628 1.185 3.615 0.039 0.087 0.036
C 0.109 1.535 2.490 0.004 0.058 0.052
H -0.399 4.927 0.570 -0.025 0.002 -0.043
H 0.853 4.926 -0.712 0.041 -0.023 -0.003
H 1.332 4.774 1.001 -0.026 -0.003 0.043
H -2.264 3.320 0.826 0.001 0.020 -0.010
H -3.556 2.714 2.850 -0.012 0.007 0.004
H -2.501 1.365 4.629 -0.018 -0.032 -0.001
H -0.182 0.564 4.380 0.001 -0.018 0.007
H 1.130 1.195 2.370 0.012 0.001 -0.005
```
Forces are in eV/Å.

Mulliken atomic charge list, values in e, 6 entries: Ni -0.020; Br -0.157; C 0.097; C -0.707; C 0.046; C -0.168

=====

# 2
Entry from the Open Molecules 2025 dataset: 2 unconnected molecules or ions with the total composition C5H4ClN2O3 in a non-equilibrium geometry (ωB97M-V with the def2-TZVPD basis set).

HOMO level (alpha / beta)	-13.296 / -13.505	eV
LUMO energy (alpha / beta)	-8.47 / -6.48	eV
2S+1	1
total charge	+1
orbital gap (alpha / beta)	0.1775 / 0.2582	hartree

```
15
Properties=species:S:1:pos:R:3:forces:R:3
C -1.175 1.127 -0.340 0.376 0.552 1.899
C -1.609 0.849 1.060 -1.331 0.421 -1.300
C -0.022 0.398 -0.360 0.425 0.261 -1.309
C -0.885 -0.212 1.527 -0.115 2.160 -2.680
C 2.454 -0.192 -2.597 -1.335 0.633 -0.364
N 0.064 -0.510 0.561 -0.959 -1.138 1.827
N -0.816 -0.770 2.807 -0.862 -0.835 -0.401
O -1.737 -0.509 3.520 -0.633 0.446 1.198
O 0.064 -1.568 2.995 1.264 -0.606 0.460
O 1.946 0.658 -3.403 0.978 -0.882 2.090
Cl 2.934 -1.736 -2.976 -0.088 0.671 0.051
H -1.389 1.920 -1.046 -0.649 -0.284 0.312
H -2.483 1.243 1.583 0.483 0.223 -0.318
H 0.748 -1.053 0.977 2.552 -1.340 0.017
H 1.906 0.355 -4.309 -0.104 -0.281 -1.481
```
Forces are in eV/Å.

Mulliken atomic charge list, values in e, 6 entries: C -0.658; C -0.256; C 0.243; C 0.021; C 0.448; N 0.006

=====

# 3
Entry from the Open Molecules 2025 dataset: 4 unconnected molecules or ions with the total composition CH10NO4 in a non-equilibrium geometry (ωB97M-V with the def2-TZVPD basis set).

HOMO level	-4.044	eV
LUMO energy	4.03	eV
2S+1	1
relative energy (zero: lowest compared OMol25 entry of this formula, charge and spin)	12.60	kcal per mole
total charge	-1
orbital gap	0.2969	hartree

```
16
Properties=species:S:1:pos:R:3:forces:R:3
N 0.486 0.032 1.373 -0.019 0.510 -0.298
C 0.632 -0.500 -0.040 -0.980 -0.122 0.352
O 0.268 0.378 -0.984 0.446 0.527 -0.213
H 0.769 1.007 1.249 0.415 -0.039 0.171
H -0.519 0.190 1.454 -0.073 -0.280 0.059
H 1.664 -0.868 -0.160 0.111 0.045 0.162
H -0.043 -1.389 0.007 0.260 -0.176 -0.207
H -0.947 1.669 -3.004 -0.205 0.012 0.122
H 0.417 1.925 -2.442 -0.056 -0.222 0.153
O -0.206 2.282 -3.091 0.273 0.264 -0.308
H 1.644 -1.465 3.680 -0.019 0.416 -0.356
H 0.283 -2.068 3.371 0.092 0.273 -0.292
O 1.161 -2.289 3.690 -0.040 -0.693 0.525
H -1.190 0.739 -1.345 -0.242 -1.385 0.003
H -2.272 -0.264 -2.049 0.506 -0.155 0.146
O -2.148 0.622 -1.710 -0.468 1.025 -0.020
```
Forces are in eV/Å.

Mulliken atomic charge list, values in e, 6 entries: N -0.635; C -0.544; O -0.822; H 0.270; H 0.240; H 0.267

=====

# 4
Entry from the Open Molecules 2025 dataset: a molecular structure, C29H41F5P2SY in a non-equilibrium geometry (ωB97M-V with the def2-TZVPD basis set).

HOMO level	-10.417	eV
LUMO energy	-3.03	eV
2S+1	1
relative energy (zero: lowest compared OMol25 entry of this formula, charge and spin)	0.00	kcal per mole
total charge	+1
orbital gap	0.2716	hartree

```
79
Properties=species:S:1:pos:R:3:forces:R:3
Y -0.131 -0.352 1.121 0.015 -0.936 3.584
C -1.598 0.882 2.912 -0.164 -1.091 0.029
C -2.498 0.122 2.093 0.931 -0.393 0.296
C -1.248 -1.361 3.355 -0.449 1.042 -0.377
C -0.858 -0.039 3.713 -0.799 -0.308 -0.682
C -2.256 -1.269 2.351 0.356 0.947 0.403
C -1.597 2.353 3.120 0.023 0.407 0.082
H -2.001 2.871 2.244 0.104 0.109 0.188
H -0.579 2.713 3.322 -0.329 0.083 -0.106
H -2.222 2.616 3.989 0.165 0.022 -0.268
C 0.002 0.303 4.867 0.702 0.162 0.171
H 0.020 1.383 5.040 -0.069 -0.180 0.124
H 1.027 -0.016 4.674 -0.097 0.152 0.169
H -0.324 -0.213 5.783 -0.018 0.211 -0.261
C -0.845 -2.590 4.075 0.505 -0.475 0.092
H -1.267 -2.622 5.093 0.043 0.003 -0.323
H 0.243 -2.630 4.177 -0.192 -0.106 0.078
H -1.163 -3.483 3.531 0.006 0.030 0.210
C -3.075 -2.411 1.879 -0.299 -0.384 -0.245
H -3.882 -2.644 2.596 0.235 0.073 -0.279
H -2.455 -3.310 1.780 -0.265 0.077 -0.109
H -3.535 -2.178 0.912 -0.015 -0.238 0.138
C -3.635 0.668 1.310 -0.413 0.093 -0.106
H -4.534 0.704 1.947 0.147 0.036 -0.289
H -3.862 0.020 0.451 -0.084 0.350 0.088
H -3.431 1.696 0.981 -0.295 -0.310 -0.013
C 1.324 2.405 -3.689 -0.225 1.211 -0.049
C 0.278 3.202 -3.379 1.329 0.516 -0.976
C -0.908 3.427 -4.292 -0.206 0.287 0.054
C -1.440 2.161 -4.994 -0.049 0.280 -0.112
C -1.278 0.906 -4.173 0.483 -0.717 -1.101
C -0.271 0.014 -4.321 -1.638 0.413 -1.024
C 1.000 0.257 -5.063 0.292 0.016 -0.516
C 1.547 1.712 -4.999 0.176 -0.588 -0.440
H -0.641 4.182 -5.053 -0.073 -0.182 0.256
H -0.984 2.054 -5.997 -0.187 -0.112 0.582
H -1.737 3.876 -3.720 0.359 -0.080 -0.050
H 1.171 2.302 -5.853 0.101 -0.165 0.496
H 2.210 2.333 -3.045 -0.562 0.172 -0.239
H 0.375 3.960 -2.587 -0.038 -0.737 0.086
H 2.645 1.631 -5.116 -0.537 0.159 -0.179
H 1.783 -0.417 -4.676 -0.319 0.088 -0.032
H -0.438 -1.033 -4.063 0.161 0.538 0.558
H 0.863 -0.038 -6.120 0.162 0.111 0.315
H -2.529 2.295 -5.160 0.616 -0.075 -0.039
H -2.110 0.717 -3.498 0.051 -0.262 -0.300
P 0.421 1.802 -0.294 -0.534 -0.607 0.944
C 1.954 2.722 -0.453 0.447 0.317 -0.418
C -1.152 2.657 -0.661 0.037 0.484 -0.243
P -0.612 -1.252 -1.327 0.129 0.105 -0.026
C 0.396 0.435 -1.579 -0.586 -0.359 -0.135
C -2.261 -1.307 -2.094 -0.450 0.350 -0.411
C 0.225 -2.632 -2.156 0.717 -0.020 -0.106
H 2.751 2.128 0.025 -0.372 0.199 -0.110
H 1.872 3.686 0.064 -0.048 -0.266 -0.024
H 2.209 2.893 -1.499 0.074 0.235 0.480
H -1.385 2.622 -1.728 0.011 0.198 0.170
H -1.077 3.705 -0.324 -0.139 -0.345 -0.147
H -1.981 2.179 -0.116 0.508 0.104 -0.077
H 0.472 -2.400 -3.199 -0.019 -0.240 0.298
H -0.450 -3.501 -2.122 0.176 0.351 0.043
H 1.148 -2.887 -1.616 -0.253 0.045 -0.195
H 1.404 0.195 -1.940 -0.174 -0.116 0.216
H -0.081 1.019 -2.365 0.188 -0.694 -0.037
H -2.717 -2.277 -1.820 0.335 0.424 0.086
H -2.226 -1.249 -3.192 -0.088 -0.099 0.452
H -2.907 -0.502 -1.712 0.184 -0.303 -0.105
F 5.910 -4.594 4.783 -0.631 0.392 -0.395
C 4.978 -3.836 4.176 0.483 -0.182 -0.123
C 5.086 -3.570 2.801 -0.069 0.207 0.169
F 6.119 -4.058 2.093 -0.610 0.114 0.408
C 4.154 -2.729 2.195 0.081 -0.068 0.099
F 4.284 -2.470 0.873 -0.023 -0.199 0.805
C 3.125 -2.101 2.925 0.716 -0.921 0.722
S 2.175 -0.903 2.144 -0.576 0.771 -0.732
C 3.048 -2.402 4.301 0.007 0.231 0.180
F 2.142 -1.791 5.123 0.817 -0.586 -0.918
C 3.951 -3.266 4.921 -0.074 0.195 0.120
F 3.869 -3.475 6.250 0.094 0.037 -0.872
```
Forces are in eV/Å.

Mulliken atomic charge list, values in e, 6 entries: Y -0.209; C 0.492; C 1.409; C 0.664; C 0.914; C -0.159

=====

# 5
Entry from the Open Molecules 2025 dataset: C4H9ClO in the gas phase in a non-equilibrium geometry (ωB97M-V with the def2-TZVPD basis set).

HOMO level	-9.439	eV
LUMO energy	0.89	eV
2S+1	1
relative energy (zero: lowest compared OMol25 entry of this formula, charge and spin)	100.63	kcal per mole
structure (SMILES)	COC[C@@H](C)Cl
orbital gap	0.3795	hartree

```
15
Properties=species:S:1:pos:R:3:forces:R:3
C -2.141 0.782 -0.802 0.518 -3.196 1.996
C -0.286 -0.584 0.374 -5.122 1.074 -3.419
C 1.013 -0.360 0.959 4.838 -0.372 -0.368
C 2.270 -0.207 -0.047 -8.025 0.974 -4.698
H -3.086 0.618 -0.154 1.764 0.731 -0.116
H -2.182 1.722 -1.270 -0.287 0.781 -1.084
H -2.269 -0.195 -1.432 0.891 2.032 0.311
H -0.646 -1.291 -0.623 1.889 1.647 2.955
H -0.891 -0.854 1.265 -0.290 -0.068 -0.909
H 1.359 -1.307 1.517 -1.006 1.806 0.246
H 1.887 0.584 -0.921 1.015 -0.951 2.557
H 1.872 -1.003 -0.764 2.249 -0.192 0.980
H 3.237 0.063 0.138 2.356 -0.201 1.087
O -0.792 0.867 -0.079 -2.572 -3.740 -1.512
Cl 0.656 1.165 1.838 1.783 -0.324 1.973
```
Forces are in eV/Å.

Mulliken atomic charge list, values in e, 6 entries: C -0.595; C -0.488; C 0.277; C -1.202; H 0.245; H 0.251

=====

# 6
Entry from the Open Molecules 2025 dataset: C6H8O2 in the gas phase in a non-equilibrium geometry (ωB97M-V with the def2-TZVPD basis set).

HOMO level	-9.200	eV
LUMO energy	0.93	eV
2S+1	1
relative energy (zero: lowest compared OMol25 entry of this formula, charge and spin)	124.03	kcal per mole
structure (SMILES)	C1=C[C@H]2OC[C@@H](C1)O2
orbital gap	0.3721	hartree

```
16
Properties=species:S:1:pos:R:3:forces:R:3
C 0.672 0.680 1.719 -0.111 1.272 -0.504
C 1.208 -0.674 -0.107 -1.419 0.406 0.470
C -0.461 0.208 0.782 0.816 -0.863 0.190
C -1.645 0.103 -0.157 -1.016 -1.549 0.132
C -0.813 -0.192 -1.459 -0.155 -0.190 -0.887
C 0.541 -0.294 -1.487 -0.644 0.470 0.668
H 0.794 0.167 2.654 -0.106 -0.335 0.395
H 0.733 1.780 1.843 -0.133 -0.639 0.003
H 1.917 -1.423 -0.277 1.312 -1.086 -0.107
H -0.018 0.808 0.007 0.684 0.749 0.201
H -2.242 1.014 -0.265 0.156 -0.111 -0.126
H -2.325 -0.772 0.077 0.583 1.008 -0.229
H -1.391 -0.364 -2.366 0.107 0.516 -0.040
H 1.158 -0.191 -2.389 -0.485 -0.523 0.323
O 1.773 0.310 0.807 -0.341 -0.093 -0.094
O 0.101 -1.160 0.616 0.750 0.968 -0.395
```
Forces are in eV/Å.

Mulliken atomic charge list, values in e, 6 entries: C -0.349; C 0.078; C -0.225; C -0.391; C -0.328; C -0.730